# 1
Computed, not measured: 4 unconnected molecules or ions with the total composition C9H15Cl6FO3 in a non-equilibrium geometry, with ωB97M-V/def2-TZVPD.

The calculation puts the largest force on an atom at 6.44 eV Å⁻¹. The calculation puts the LUMO energy at 0.30 eV. Its total energy is -93569.9911 eV. Its multiplicity is 1.

CARTESIAN COORDINATES (ANGSTROEM)
C 4.6815 0.0342 4.3628
C 3.2668 0.4286 4.8517
O 2.5024 -0.7118 5.0830
C 3.1695 -1.7162 4.4955
O 2.6493 -2.8273 4.2129
O 4.3846 -1.3922 4.1057
F 2.6119 1.2481 4.1144
H 5.4250 0.1261 5.1546
H 5.1036 0.4143 3.4326
H 3.3519 0.9096 5.8261
Cl 0.2988 0.7471 -1.4579
C 0.2959 1.9391 -0.1143
C 0.9257 1.3896 1.1951
Cl 0.5767 2.5081 2.4852
H -0.7837 1.9728 0.0316
H 0.6552 2.8286 -0.6318
H 2.0062 1.2485 1.2182
H 0.5234 0.4053 1.4348
Cl -1.2032 2.2907 -4.7131
C -2.4548 1.3089 -3.8263
C -3.4328 0.7144 -4.8493
Cl -2.6214 -0.5839 -5.8042
H -3.0131 1.8970 -3.0979
H -1.9042 0.5778 -3.2343
H -3.6148 1.4460 -5.6365
H -4.3328 0.4060 -4.3174
Cl -2.8665 -2.7816 -3.6732
C -1.7809 -2.3393 -2.2997
C -2.7465 -2.0770 -1.0591
Cl -3.9234 -0.7608 -1.4137
H -1.0400 -1.5652 -2.4995
H -1.1547 -3.2289 -2.2311
H -2.1979 -1.8788 -0.1383
H -3.3577 -2.9780 -1.0065

These are the natural (NBO) partial charges, in e, on atoms 1 to 4: atom 1 (C): -0.130, atom 2 (C): 0.440, atom 3 (O): -0.464, atom 4 (C): 0.953



# 2
Computed, not measured: a molecular structure, C11H10IN15Tl, with ωB97M-V/def2-TZVPD.

The calculation puts the largest force on an atom at 0.36 eV Å⁻¹. The calculation puts the LUMO energy at -3.63 eV. The net charge is +1. Its total energy is -46705.9718 eV. The calculation puts the relative energy (zero: lowest compared OMol25 entry of this formula, charge and spin) at 0.199 eV. Its multiplicity is 1.

CARTESIAN COORDINATES (ANGSTROEM)
Tl 0.4381 0.0717 0.3587
N 2.9525 0.0389 2.7668
C 1.6651 -0.1183 3.2337
N 1.3632 -0.3026 4.4979
N 0.0145 -0.4362 4.5159
N -0.4828 -0.3264 3.3425
N 0.5559 -0.1068 2.4866
C 3.3600 0.1738 1.4590
N 4.6162 0.2754 1.0927
N 4.5761 0.4154 -0.2558
N 3.3785 0.3683 -0.6976
N 2.5600 0.2231 0.3853
H 3.6851 -0.0001 3.4583
N -0.3979 -1.5162 -3.6455
C 0.4260 -0.5481 -4.1805
C 0.8484 0.2097 -3.1342
N 0.2733 -0.2705 -1.9831
C -0.4564 -1.3133 -2.3191
C -1.1308 -2.0729 -1.2733
N -0.9582 -1.7223 -0.0160
C -1.6816 -2.5935 0.7655
C -2.2902 -3.4918 -0.0518
N -1.9326 -3.1461 -1.3413
H -0.8434 -2.2505 -4.1704
H 0.6469 -0.5022 -5.2318
H 1.5420 1.0320 -3.1280
H -1.7088 -2.5036 1.8390
H -2.9328 -4.3278 0.1585
H -2.2296 -3.6303 -2.1726
I -4.5403 4.0216 0.8126
C -2.6322 3.3402 0.4941
C -1.4995 4.0897 0.2636
N -0.4767 3.2321 0.1233
N -0.8882 1.9572 0.2435
C -2.1952 2.0133 0.4805
H -1.3564 5.1555 0.2001
H 0.4952 3.4494 -0.0272
H -2.7634 1.1122 0.6500

These are the Löwdin partial charges, in e, on atoms 1 to 4: atom 1 (Tl): 1.108, atom 2 (N): 0.163, atom 3 (C): -0.458, atom 4 (N): 0.069



# 3
Computed, not measured: 3 unconnected molecules or ions with the total composition C40H39NO8 in a non-equilibrium geometry, with ωB97M-V/def2-TZVPD.

The calculation puts the largest force on an atom at 9.16 eV Å⁻¹. The calculation puts the LUMO energy at -1.18 eV. Its total energy is -59976.2757 eV. Its multiplicity is 1.

CARTESIAN COORDINATES (ANGSTROEM)
C 5.3796 -0.3106 3.9316
C 5.0908 1.3124 3.7363
O 5.7966 2.1235 4.5722
N 4.1706 1.9138 2.6976
C 3.6305 0.8922 1.7243
C 3.0930 2.7880 3.2974
O 2.8326 3.9862 2.4801
C 3.9350 4.2796 1.5508
O 3.5682 4.6046 0.2800
O 1.8861 1.9520 3.5301
C 0.6494 2.6932 3.2073
C -0.7180 1.8699 3.6931
C -1.7519 2.9983 4.3680
C -1.5522 1.1871 2.4646
C -1.0216 -0.2764 1.9674
C -0.3712 -1.2286 3.1304
C -0.0131 -0.0773 0.6506
H 6.4857 -0.4017 4.3691
H 4.6876 -0.7943 4.7749
H 5.3815 -0.9151 2.9294
H 2.8703 1.4729 1.0181
H 4.5363 0.5845 1.0141
H 3.1781 -0.0708 2.2105
H 3.4187 3.1857 4.3720
H 5.0757 4.3060 1.8244
H 0.5733 3.7455 3.7620
H 0.5550 2.7850 2.0390
H -0.4278 1.1543 4.5716
H -1.8331 3.9180 3.6323
H -2.8272 2.5545 4.5480
H -1.3009 3.3912 5.3732
H -1.5882 1.8890 1.5036
H -2.6879 1.0812 2.8036
H -1.9578 -0.8759 1.5323
H -0.7265 -2.3387 2.9235
H -0.7249 -0.9770 4.2262
H 0.8039 -1.1855 3.0026
H 0.9556 0.4302 1.0828
H 0.3115 -1.1224 0.2150
H -0.4587 0.6525 -0.1515
C 5.4220 5.0128 -4.7503
C 5.3029 4.5643 -3.4351
C 4.2841 3.6748 -3.0902
C 3.3733 3.2414 -4.0614
C 3.4776 3.7089 -5.3708
C 4.5115 4.5879 -5.7189
C 2.4929 3.2973 -6.3921
O 2.5858 3.7048 -7.5434
C 1.3903 2.3952 -6.0040
C 0.4167 2.0431 -6.9479
C -0.6220 1.1798 -6.5928
C -0.6861 0.6596 -5.3005
C 0.2792 1.0131 -4.3565
C 1.3140 1.8905 -4.7067
C 2.3097 2.2865 -3.6913
O 2.2514 1.8334 -2.5540
H 6.2216 5.6988 -5.0212
H 6.0049 4.9054 -2.6775
H 4.2004 3.3249 -2.0626
H 4.6074 4.9464 -6.7423
H 0.4613 2.4423 -7.9600
H -1.3798 0.9118 -7.3259
H -1.4910 -0.0186 -5.0256
H 0.2198 0.6069 -3.3482
C -2.4037 -6.4662 -2.0905
C -3.3842 -7.4579 -2.0869
C -4.5219 -7.3121 -1.2914
C -4.6741 -6.1761 -0.4872
C -3.6821 -5.1963 -0.4723
C -2.5494 -5.3360 -1.2848
C -3.8087 -4.0178 0.4093
O -2.9395 -3.1549 0.4204
C -4.9929 -3.8988 1.2832
C -5.0978 -2.8161 2.1662
C -6.2207 -2.6888 2.9866
C -7.2436 -3.6344 2.9212
C -7.1392 -4.7170 2.0466
C -6.0067 -4.8543 1.2331
C -5.8891 -6.0219 0.3373
O -6.7856 -6.8559 0.2826
H -1.5214 -6.5754 -2.7174
H -3.2646 -8.3447 -2.7053
H -5.2857 -8.0879 -1.2976
H -1.7773 -4.5687 -1.2886
H -4.3050 -2.0717 2.2211
H -6.2977 -1.8502 3.6753
H -8.1218 -3.5316 3.5550
H -7.9395 -5.4539 2.0046

These are the Löwdin partial charges, in e, on atoms 1 to 4: atom 1 (C): -0.040, atom 2 (C): -0.249, atom 3 (O): -0.075, atom 4 (N): -0.083



# 4
Computed, not measured: a molecular structure, C29H23N4O4PSV in a non-equilibrium geometry, with ωB97M-V/def2-TZVPD.

The calculation puts the largest force on an atom at 1.63 eV Å⁻¹. The calculation puts the LUMO energy (spin up / spin down) at -7.64 / -7.16 eV. The net charge is +2. Its total energy is -90394.1436 eV. The calculation puts the relative energy (zero: lowest compared OMol25 entry of this formula, charge and spin) at 0.000 eV. As for the expectation value of S²: 0.77. Its multiplicity is 2.

CARTESIAN COORDINATES (ANGSTROEM)
V 1.4944 -0.0859 -0.7377
N -4.7443 0.3645 -6.0111
C -3.7533 0.1598 -5.1277
C -2.5514 -0.4623 -5.5381
C -1.5416 -0.6805 -4.6466
C -1.7113 -0.2731 -3.3095
C -2.8892 0.3609 -2.8813
C -3.8979 0.5656 -3.7833
S -0.4455 -0.5214 -2.2546
O 0.0507 -1.8745 -2.1203
O -0.6814 0.0744 -0.8949
N 0.9325 0.2855 -2.6591
C 0.9985 1.6713 -2.3525
N 1.5520 1.8234 -1.1315
C 1.8646 3.0617 -0.7048
C 1.5508 4.1286 -1.5043
C 0.9014 3.8675 -2.7140
N 0.6240 2.6370 -3.1516
H -4.6558 0.0819 -6.9711
H -5.6052 0.8023 -5.7355
H -2.4356 -0.7703 -6.5690
H -0.6284 -1.1633 -4.9708
H -3.0044 0.6778 -1.8539
H -4.8163 1.0426 -3.4670
H 2.3572 3.1549 0.2533
H 1.7928 5.1372 -1.2046
H 0.6022 4.6834 -3.3611
O 4.8464 0.7820 0.5825
C 3.9344 0.1320 0.9284
O 3.0072 -0.3305 -0.1097
C 3.5038 -0.2660 2.2808
C 4.5087 -0.2902 3.2428
C 4.1985 -0.5747 4.5621
C 2.8805 -0.7997 4.9290
C 1.8718 -0.7595 3.9750
C 2.1681 -0.5087 2.6411
P 0.7691 -0.5599 1.4818
C -0.4525 0.5983 2.0878
C 0.0453 1.8398 2.4966
C -0.8231 2.8421 2.8905
C -2.1935 2.6094 2.8791
C -2.6904 1.3806 2.4716
C -1.8258 0.3743 2.0642
C 0.2688 -2.2785 1.4044
C 1.0506 -3.1266 0.6191
C 0.7392 -4.4718 0.5209
C -0.3536 -4.9780 1.2110
C -1.1215 -4.1438 2.0128
C -0.8135 -2.7968 2.1158
H 5.5284 -0.0864 2.9443
H 4.9846 -0.6113 5.3036
H 2.6324 -1.0023 5.9622
H 0.8452 -0.9266 4.2795
H 1.1156 2.0128 2.5498
H -0.4344 3.7949 3.2238
H -2.8745 3.3893 3.1933
H -3.7567 1.1997 2.4690
H -2.2357 -0.5618 1.7121
H 1.9292 -2.7663 0.0915
H 1.3501 -5.1219 -0.0898
H -0.6007 -6.0282 1.1337
H -1.9608 -4.5421 2.5664
H -1.4005 -2.1725 2.7759

These are the natural (NBO) partial charges, in e, on atoms 1 to 4: atom 1 (V): 1.291, atom 2 (N): -0.732, atom 3 (C): 0.262, atom 4 (C): -0.254



# 5
Computed, not measured: a molecular structure, C41H33N2O4PS2W in a non-equilibrium geometry, with ωB97M-V/def2-TZVPD.

The calculation puts the largest force on an atom at 1.38 eV Å⁻¹. The calculation puts the LUMO energy at -8.59 eV. The net charge is +2. Its total energy is -86991.8065 eV. The calculation puts the relative energy (zero: lowest compared OMol25 entry of this formula, charge and spin) at 4.035 eV. Its multiplicity is 1.

CARTESIAN COORDINATES (ANGSTROEM)
W -0.0769 0.2843 -0.3111
C -2.5651 0.0936 2.1486
C -1.2285 -0.5298 2.0740
N -0.8984 -1.3014 1.0361
N 0.0469 -2.2459 1.3127
C 0.8709 -2.5699 0.3599
S 0.9930 -1.7348 -1.1700
S 2.0004 -3.8597 0.5435
C 1.4168 -4.7012 2.0569
C 0.3443 -5.7290 1.8205
C 0.7134 -7.0272 1.4827
C -0.2492 -7.9986 1.2524
C -1.5957 -7.6793 1.3597
C -1.9726 -6.3875 1.7046
C -1.0077 -5.4153 1.9335
C -0.2003 -0.3167 3.0849
C -0.3227 -0.4212 4.4564
C 0.7945 -0.1756 5.2580
C 1.9976 0.1942 4.6818
C 2.1236 0.3389 3.2941
C 1.0194 0.0764 2.5360
O 1.0586 0.2545 1.1541
H -3.1431 -0.0716 1.2434
H -2.5015 1.1555 2.3850
H -3.0790 -0.3982 2.9854
H 1.1252 -3.9327 2.7690
H 2.3365 -5.1692 2.4098
H 1.7637 -7.2870 1.4031
H 0.0527 -9.0062 0.9982
H -2.3472 -8.4389 1.1879
H -3.0220 -6.1415 1.8054
H -1.3056 -4.4128 2.2206
H -1.2620 -0.7272 4.9005
H 0.7162 -0.2719 6.3321
H 2.8550 0.3921 5.3114
H 3.0479 0.6688 2.8406
C 2.8344 1.5649 -3.3183
C 3.2877 0.9754 -2.1506
C 2.6597 1.2774 -0.9525
C 1.5371 2.1511 -0.9120
C 1.1049 2.7237 -2.1390
C 1.7466 2.4516 -3.3131
P 1.0728 2.9952 0.6883
C 1.8480 4.6284 0.6310
C 2.1314 5.3822 -0.5093
C 2.7033 6.6377 -0.3843
C 2.9888 7.1536 0.8770
C 2.7116 6.4111 2.0142
C 2.1504 5.1464 1.8917
C -0.6721 3.1543 0.2346
C -1.3716 4.3543 0.2514
C -2.6790 4.3974 -0.2085
C -3.3157 3.2416 -0.6854
C -2.6523 2.0417 -0.6829
C -1.3360 1.9489 -0.1811
H 3.3350 1.3455 -4.2540
H 4.1347 0.3032 -2.1652
H 3.0640 0.8980 -0.0250
H 0.2488 3.3878 -2.1310
H 1.4171 2.9161 -4.2334
H 1.9228 4.9988 -1.5015
H 2.9271 7.2170 -1.2704
H 3.4363 8.1346 0.9689
H 2.9399 6.8066 2.9948
H 1.9503 4.5592 2.7813
H -0.8770 5.2626 0.5761
H -3.2099 5.3415 -0.2249
H -4.3315 3.2951 -1.0553
H -3.1665 1.1561 -1.0215
O -3.2905 -2.4605 -2.3858
C -2.6449 -2.1105 -3.5071
C -2.9648 -2.8235 -4.6617
C -2.3314 -2.5226 -5.8439
C -1.3556 -1.5099 -5.9341
C -1.0311 -0.8120 -4.8092
C -1.6738 -1.0950 -3.5794
C -1.2726 -0.3815 -2.4286
O -0.2701 0.4375 -2.3876
O -1.7836 -0.5215 -1.2458
H -2.9568 -1.9550 -1.6264
H -3.7080 -3.6065 -4.5960
H -2.5890 -3.0882 -6.7309
H -0.8790 -1.2921 -6.8789
H -0.2887 -0.0255 -4.8370

These are the Löwdin partial charges, in e, on atoms 1 to 4: atom 1 (W): 1.797, atom 2 (C): 0.018, atom 3 (C): -0.236, atom 4 (N): -0.072



# 6
Computed, not measured: a molecular structure, C12H25MgO9S2 in a non-equilibrium geometry, with ωB97M-V/def2-TZVPD.

The calculation puts the largest force on an atom at 6.32 eV Å⁻¹. The calculation puts the LUMO energy (spin up / spin down) at -7.27 / -11.47 eV. The net charge is +2. Its total energy is -58373.4099 eV. As for the expectation value of S²: 0.75. Its multiplicity is 2.

CARTESIAN COORDINATES (ANGSTROEM)
Mg -5.8142 -21.5191 -17.9530
O -6.5658 -20.8439 -16.3135
H -7.4972 -20.8483 -16.0185
C -11.6023 -23.0879 -18.3853
C -10.6686 -22.2927 -17.3968
C -11.3434 -21.3941 -16.3441
O -10.4483 -21.4478 -15.2486
C -9.6928 -22.4884 -15.4660
O -8.8363 -22.9193 -14.6535
O -9.9702 -23.1523 -16.6107
H -12.5009 -23.3317 -17.8185
H -11.0223 -23.7979 -18.9750
H -11.9749 -22.4638 -19.1975
H -9.8666 -21.8850 -18.0121
H -12.3938 -21.5890 -16.1279
H -11.1347 -20.3650 -16.6365
C -6.1952 -21.8882 -11.7569
C -6.1841 -20.6432 -12.6834
C -7.5738 -20.1140 -13.0734
O -7.7955 -18.9153 -12.4390
C -6.6946 -18.6341 -11.7492
O -6.4737 -17.5978 -11.0983
O -5.6931 -19.5584 -11.9162
H -6.5088 -22.8146 -12.2380
H -6.9147 -21.6873 -10.9631
H -5.2214 -22.0825 -11.3072
H -5.6818 -20.6322 -13.6507
H -8.1923 -20.8734 -12.5950
H -7.8557 -20.0462 -14.1242
C -2.4118 -21.0031 -15.0266
S -3.1272 -20.4374 -16.6377
O -4.1955 -21.4198 -17.0859
C -4.0113 -19.0489 -15.8570
H -1.4734 -21.5545 -15.0861
H -3.1705 -21.5320 -14.4498
H -2.0117 -20.2267 -14.3745
H -4.7054 -18.6683 -16.6064
H -3.4411 -18.2581 -15.3695
H -4.6950 -19.2883 -15.0426
C -7.3337 -21.2583 -21.6157
S -8.2616 -22.0118 -20.1915
O -7.4179 -21.9460 -18.8796
C -8.3567 -23.8336 -20.6297
H -8.0006 -21.2601 -22.4778
H -6.5107 -21.9271 -21.8680
H -6.9812 -20.2380 -21.4648
H -8.6503 -23.9946 -21.6670
H -9.2451 -24.1791 -20.1011
H -7.4211 -24.3544 -20.4262

These are the natural (NBO) partial charges, in e, on atoms 1 to 4: atom 1 (Mg): 1.866, atom 2 (O): -0.512, atom 3 (H): 0.488, atom 4 (C): -0.628



Q: Which value of multiplicity does entry 3 give?
A: 1



Q: What is the multiplicity in the second record?
A: 1